Entry 1:
Density functional theory data (wB97M-V/def2-TZVPD) for a molecular structure, C20H28BiNO3.

```
! RIJCOSX wB97M-V def2-TZVPD def2/J DEFGRID3
* xyz 0 1
O -0.04398 -0.04960 0.28139
C -1.16038 0.28585 -0.58838
C -2.12545 -0.54630 0.24148
H -0.96791 -0.10276 -1.58957
H -1.38847 1.35515 -0.61367
C -0.87655 -0.95055 1.05986
H -2.52138 -1.39324 -0.30112
H -2.89309 0.00983 0.79209
C -0.46625 -2.39456 0.81201
H -0.40148 -2.57622 -0.26452
H -1.22432 -3.05496 1.24847
H 0.49791 -2.60693 1.28955
C -0.90860 -0.52381 2.50832
H -1.47493 0.41416 2.58955
H 0.11117 -0.36440 2.88847
H -1.39155 -1.30652 3.10807
Bi 2.93103 1.89695 -0.60643
C 2.00959 3.05181 2.10949
C 1.97435 3.76060 0.85100
C 0.68458 3.47667 0.24491
H 2.63509 4.57138 0.55970
C -0.04522 2.70417 1.15994
C 0.76457 2.43544 2.28684
H 0.43472 1.90432 3.17785
H 2.81903 3.08496 2.83643
H 0.32255 3.88133 -0.69084
H -1.09321 2.44423 1.07533
C 5.00301 0.11298 1.14627
C 4.18246 0.22127 2.28711
C 2.87989 -0.19762 1.94617
H 4.52324 0.47859 3.29141
C 2.86798 -0.57726 0.57377
C 4.21865 -0.40342 0.06807
H 4.59546 -0.84218 -0.86162
H 6.08451 0.29900 1.10143
H 2.05112 -0.31705 2.63311
H 2.05609 -1.08464 0.04857
O -2.57983 -1.65250 -2.42536
C -3.68281 -2.42608 -1.85075
C -4.68995 -2.82879 -2.94243
H -4.21321 -1.81037 -1.09036
H -3.24351 -3.30795 -1.34521
C -4.27336 -1.99127 -4.16457
H -5.70530 -2.59476 -2.60639
H -4.60611 -3.90877 -3.10128
C -2.90228 -1.36713 -3.79443
H -5.00155 -1.19192 -4.34752
H -4.19092 -2.60787 -5.06017
H -2.92054 -0.26722 -3.90158
H -2.10432 -1.78203 -4.43047
O 5.57023 3.86886 1.85675
C 5.14791 3.54786 0.79887
N 4.73131 3.22326 -0.29560
*
```

Properties
Highest occupied orbital energy (spin up / spin down) ... -7.745 / -7.745 eV

Entry 2:
Density functional theory data (wB97M-V/def2-TZVPD) for C20H22N4O3 in the gas phase.

```
! RIJCOSX wB97M-V def2-TZVPD def2/J DEFGRID3
* xyz 0 1
C -2.74383 -0.53764 -2.63192
H -1.83820 0.07748 -2.64368
O -3.23532 -0.69623 -1.32476
C -3.52950 0.41675 -0.59736
C -3.54136 1.70930 -1.10683
C -3.89538 2.77685 -0.29834
C -4.25818 2.57421 1.02004
C -4.24689 1.29046 1.53625
C -3.85960 0.21429 0.75237
C -3.87760 -1.15175 1.35188
O -4.84169 -1.58483 1.95190
N -2.75867 -1.91623 1.20943
C -1.52893 -1.59936 0.61986
C -0.94886 -0.35214 0.78567
C 0.25877 -0.11329 0.14215
N 1.03309 1.01554 0.11949
C 2.07155 0.72242 -0.61684
N 2.05032 -0.55942 -1.09312
C 0.88993 -1.12424 -0.62119
C 0.32543 -2.38375 -0.74789
C -0.88215 -2.60195 -0.12146
H -1.35907 -3.56710 -0.20782
H 0.80138 -3.17028 -1.31444
C 3.05863 -1.21051 -1.88432
H 2.78435 -2.25523 -2.01190
H 4.02598 -1.15838 -1.37854
H 3.14009 -0.74434 -2.86896
C 3.20965 1.65315 -0.84920
H 2.88139 2.50768 -1.44305
H 4.00210 1.13292 -1.38340
C 3.75251 2.16188 0.50282
N 3.71732 1.13578 1.52575
C 4.31670 -0.06558 1.35516
O 5.07309 -0.30301 0.43397
C 3.96768 -1.07522 2.42773
H 2.92028 -1.35794 2.33131
H 4.12512 -0.65046 3.41588
H 4.58720 -1.95938 2.30912
H 2.96056 1.19425 2.18807
H 4.78715 2.48925 0.36909
H 3.14954 2.99576 0.85836
H -1.40990 0.41619 1.38284
H -2.89062 -2.88458 1.47555
H -4.52685 1.10399 2.56217
H -4.54770 3.40726 1.64159
H -3.89424 3.77382 -0.71352
H -3.27969 1.89528 -2.13636
H -3.49505 -0.10002 -3.29725
H -2.50052 -1.54162 -2.97628
*
```

Properties
Highest occupied orbital energy ... -8.019 eV
Structure (SMILES) ... COc1ccccc1C(=O)Nc1ccc2c(c1)nc(CCNC(C)=O)n2C

Table of energy (eV), in record order: -34661.6130 -33201.5577
Table of energy relative to the best compared isomer or geometry (same formula, charge and spin) (eV), in record order: 0.076 1.248
Table of molar mass (g/mol), in record order: 539.428 366.421